Entry from the Open Molecules 2025 dataset: a 8-piece molecular cluster, C21H61N3O12 overall in a non-equilibrium geometry (ωB97M-V/def2-TZVPD).

The geometry in XYZ format:
```
97
Properties=species:S:1:pos:R:3:forces:R:3
C -1.170 -2.379 -4.080 -0.07 -1.59 -0.07
C -2.103 -3.606 -3.930 -0.06 -0.19 0.34
O -1.460 -4.842 -4.189 0.70 0.08 -0.60
O -1.868 -1.194 -3.751 0.29 0.35 0.25
H -0.686 -2.296 -5.052 -0.43 -0.15 -0.40
H -0.318 -2.542 -3.420 -0.17 0.42 0.52
H -2.965 -3.502 -4.590 -0.19 0.22 -0.20
H -2.471 -3.728 -2.911 -0.20 1.01 0.18
H -1.972 -5.522 -3.744 0.06 -0.04 -0.05
H -2.679 -1.110 -4.257 0.03 -0.20 -0.34
C 3.153 0.837 0.038 0.87 -0.14 -0.49
C 4.679 1.070 0.287 -0.73 -0.64 -0.97
O 5.138 2.404 0.276 -0.25 0.02 0.18
O 2.735 1.171 -1.307 0.79 0.33 0.95
H 2.542 1.328 0.795 0.00 0.37 -0.04
H 3.008 -0.236 0.161 0.05 -0.18 0.20
H 5.224 0.549 -0.501 -0.18 -0.36 -0.21
H 4.969 0.540 1.194 -0.18 0.36 0.41
H 5.557 2.513 -0.581 -0.07 0.38 0.08
H 2.068 0.530 -1.563 -0.40 -0.06 -0.17
C -2.469 -4.432 0.778 -0.43 1.07 -0.16
C -3.907 -3.857 0.515 0.94 0.67 0.48
O -4.087 -3.247 -0.748 -0.40 -1.22 -0.67
O -1.644 -3.557 1.586 -1.84 -0.27 -0.24
H -2.013 -4.547 -0.205 0.09 -0.10 -0.18
H -2.569 -5.427 1.211 0.11 -0.05 0.36
H -4.161 -3.108 1.265 0.24 -0.11 0.47
H -4.636 -4.659 0.632 0.00 -0.05 -0.39
H -3.715 -2.367 -0.846 0.45 0.33 0.57
H -0.729 -3.696 1.330 0.68 -0.17 -0.29
C -1.789 -0.182 -0.418 1.37 0.42 1.53
C -0.364 -0.743 -0.661 -1.07 0.60 -0.38
O 0.130 -0.154 -1.878 0.67 -0.37 0.52
O -2.785 -0.769 -1.154 -1.33 -0.80 -1.13
H -1.754 0.889 -0.616 0.11 0.21 0.11
H -2.129 -0.336 0.606 0.51 0.08 0.30
H -0.389 -1.833 -0.667 -0.05 -0.19 -0.35
H 0.336 -0.477 0.131 -0.16 0.37 0.01
H -0.333 -0.521 -2.634 -0.27 -0.01 -0.06
H -2.781 -0.454 -2.061 0.25 -0.16 -0.10
C -4.691 2.296 -2.564 0.63 -1.29 -0.50
O -5.910 2.913 -2.444 -1.64 1.23 0.50
H -4.556 1.568 -1.765 0.49 0.04 0.33
H -4.772 1.715 -3.482 0.95 -0.15 -0.42
H -3.878 3.021 -2.602 -0.12 -0.07 0.00
H -6.566 2.219 -2.539 -0.25 0.24 0.09
C 2.457 -2.669 1.420 0.63 -0.70 1.15
C 1.894 -3.953 2.019 -0.14 1.23 2.51
C 1.190 -3.730 3.411 1.78 1.57 -1.21
O 2.215 -3.101 4.204 -1.58 -0.51 0.16
C 1.631 -2.675 5.430 1.14 -0.14 0.48
N 0.942 -4.398 1.116 -1.63 -1.69 -1.91
H 1.659 -1.960 1.202 0.05 -0.09 0.11
H 2.988 -2.926 0.504 0.14 0.20 -0.05
H 3.136 -2.301 2.189 0.20 0.55 -0.48
H 2.623 -4.744 2.194 0.74 0.35 0.11
H 0.786 -4.649 3.838 0.26 -0.24 0.19
H 0.385 -2.997 3.371 -0.41 -0.14 -0.54
H 0.933 -3.426 5.800 0.39 -0.30 0.43
H 1.066 -1.744 5.469 -0.01 0.26 -0.88
H 2.533 -2.503 6.018 -0.46 -0.24 0.78
H 0.627 -5.304 1.432 -0.44 -0.40 -0.12
H 1.465 -4.595 0.275 -0.38 -0.07 -0.64
C 0.974 5.918 -3.092 -1.19 -0.05 -0.88
C 1.230 4.507 -2.531 -0.30 1.05 0.15
C 0.788 3.235 -3.360 1.19 2.21 0.36
O -0.560 3.363 -3.704 -0.40 -1.65 -0.06
C -1.031 2.158 -4.334 -0.80 0.86 -0.64
N 2.655 4.524 -2.168 -0.65 -1.23 0.13
H 1.222 6.798 -2.498 0.97 -0.63 0.64
H -0.082 6.164 -3.206 -0.31 -0.66 -0.58
H 1.469 6.030 -4.057 -0.04 0.09 -0.18
H 0.608 4.449 -1.638 0.27 -0.12 0.44
H 1.029 2.361 -2.755 -0.25 -0.14 0.12
H 1.389 3.200 -4.268 0.25 -0.13 -0.31
H -0.283 1.491 -4.762 0.54 0.34 0.16
H -1.643 2.517 -5.162 -0.12 -0.18 -0.16
H -1.679 1.521 -3.732 0.09 0.25 0.63
H 2.847 3.549 -1.989 0.66 -0.35 0.55
H 3.205 4.728 -2.990 0.03 0.27 -0.31
C 0.406 3.374 5.523 0.80 0.04 0.47
C 0.720 3.450 4.029 0.19 0.18 1.05
C 0.484 2.111 3.344 0.80 -0.53 0.13
O 1.289 1.067 3.945 1.02 2.56 0.65
C 1.052 -0.121 3.328 -1.48 -0.96 -0.79
N -0.046 4.514 3.441 -1.29 0.01 -0.99
H 0.904 4.194 6.041 0.14 0.15 -0.02
H 0.846 2.463 5.930 -0.14 -0.04 0.08
H -0.634 3.461 5.839 -0.21 -0.27 -0.61
H 1.756 3.767 3.908 0.56 -0.85 0.26
H 0.796 2.142 2.300 -0.12 0.29 -0.35
H -0.563 1.807 3.369 -0.30 0.11 0.16
H 1.022 -0.022 2.243 0.13 0.11 -0.41
H 0.027 -0.334 3.633 -0.35 -1.16 -0.25
H 1.733 -0.945 3.538 0.13 0.50 0.49
H 0.168 4.577 2.455 -0.04 0.19 -0.20
H 0.154 5.418 3.844 0.13 -0.10 0.19
```
Positions in Å, forces in eV/Å.

Properties
DFT total energy, Ha: -1903.640935
Energy relative to the best compared isomer or geometry (same formula, charge and spin), kcal/mol: 20.6
Max |F|, eV/A: 3.0
2S+1: 1
SMILES: COC[C@H](C)N.COC[C@H](C)N.COC[C@H](C)N.OCCO.OCCO.OCCO.OCCO.CO
Kohn-Sham gap, eV: 9.24
Lowest unoccupied orbital energy, eV: 0.22



Entry from the Open Molecules 2025 dataset: C21H61O10S9 as an isolated structure in a non-equilibrium geometry (ωB97M-V/def2-TZVPD).

The geometry in XYZ format:
```
101
Properties=species:S:1:pos:R:3:forces:R:3
C -0.961 -1.076 0.581 -1.60 3.97 0.15
C -1.042 0.314 1.255 -0.56 1.17 0.78
C 0.299 1.048 1.153 -2.62 -3.74 -0.27
O -2.083 1.160 0.976 -0.37 -3.04 -0.03
H -0.528 -1.826 1.243 -2.29 2.43 -1.13
H -0.485 -0.878 -0.379 0.89 -0.75 1.58
H -1.888 -1.360 0.083 -0.11 0.99 2.42
H -1.013 0.216 2.340 -0.63 -1.05 0.79
H 1.027 0.398 1.639 -0.46 0.53 -1.27
H 0.142 1.920 1.788 -2.38 -2.13 -0.98
H 0.643 1.293 0.148 -0.09 -0.63 0.73
C 0.052 4.138 4.366 1.22 0.17 2.10
S -0.857 2.595 4.202 -1.74 -2.00 -1.09
O -1.536 2.675 2.856 -2.83 -8.04 7.65
C 0.518 1.421 3.816 -1.04 3.75 3.12
H 0.824 4.289 3.612 -0.35 0.25 1.19
H 0.588 4.162 5.314 -0.03 -0.62 0.50
H -0.654 4.959 4.490 -0.12 -0.09 -0.73
H 1.102 1.882 3.020 -0.21 0.36 0.72
H 0.288 0.384 3.574 -2.34 1.29 1.18
H 1.197 1.483 4.667 -0.10 -0.39 0.34
C 0.170 -2.753 2.300 2.21 -1.81 1.47
S 0.824 -2.780 0.593 4.74 -2.39 2.26
O 2.125 -1.949 0.592 -5.61 -1.90 2.98
C 1.576 -4.477 0.682 -0.65 -0.58 -0.53
H 0.904 -3.346 2.845 -0.05 -0.20 0.30
H -0.791 -3.260 2.385 -0.13 0.30 -0.14
H 0.254 -1.752 2.724 -0.67 -0.27 -0.28
H 2.092 -4.546 -0.276 -0.17 -0.53 0.30
H 0.783 -5.224 0.661 -0.08 -0.11 0.34
H 2.317 -4.665 1.459 -0.28 0.38 0.24
C -0.881 0.194 -1.980 -1.78 -0.70 -1.71
S -0.491 0.955 -3.652 1.33 -3.72 -1.04
O 0.981 0.596 -3.836 -2.83 2.62 -4.22
C -1.374 -0.367 -4.623 -0.41 0.40 -0.16
H -0.199 0.413 -1.158 -1.07 0.54 -1.27
H -0.879 -0.895 -2.008 -0.05 0.62 -1.59
H -1.884 0.553 -1.746 0.45 -0.88 -0.46
H -2.431 -0.483 -4.383 -0.24 0.59 0.27
H -1.009 -1.381 -4.456 0.19 2.40 -0.74
H -1.315 -0.155 -5.690 0.22 0.28 0.07
C -0.973 -3.364 -3.730 0.08 0.22 -0.46
S -0.184 -3.680 -2.134 -0.41 0.29 0.36
O 1.114 -2.877 -2.046 -5.80 -2.59 -2.00
C -1.447 -2.856 -1.043 1.09 -2.22 -2.37
H -2.057 -3.472 -3.744 -0.02 -0.16 0.41
H -0.575 -3.934 -4.571 0.29 -0.45 0.42
H -0.757 -2.330 -3.998 0.44 -1.85 1.12
H -0.987 -2.778 -0.058 -1.14 -1.63 -1.23
H -2.420 -3.346 -1.076 2.31 -1.14 -0.68
H -1.634 -1.797 -1.219 -0.19 -1.49 -1.42
C -3.787 0.109 -0.769 -0.12 -0.92 -0.06
S -4.886 -1.109 -0.077 -2.35 -0.75 -2.89
O -6.046 -1.272 -1.107 1.25 0.20 1.78
C -3.855 -2.608 -0.448 -2.07 1.41 0.85
H -3.543 -0.098 -1.811 -0.58 -0.32 -0.06
H -2.928 -0.035 -0.113 0.20 0.97 0.07
H -4.066 1.155 -0.641 -0.43 -0.37 0.29
H -4.374 -3.540 -0.226 -0.30 0.27 0.65
H -2.949 -2.471 0.142 -1.23 -0.31 0.25
H -3.681 -2.688 -1.521 -0.55 0.90 0.09
C 3.025 -2.765 -1.259 2.65 -0.20 -1.38
S 3.130 -0.916 -1.268 0.33 0.01 -0.56
O 4.225 -0.553 -2.216 -0.28 -0.11 -0.64
C 1.472 -0.516 -2.030 2.37 -1.96 1.66
H 3.982 -3.174 -0.938 0.48 0.42 0.34
H 2.865 -3.071 -2.293 1.04 -0.06 0.24
H 2.228 -3.068 -0.580 3.24 -0.07 -2.94
H 0.621 -0.750 -1.389 2.61 -0.72 0.21
H 1.340 -1.192 -2.875 0.51 0.75 0.19
H 1.403 0.518 -2.366 1.55 -1.01 1.32
C 0.410 5.771 0.521 0.19 0.73 -0.74
S 0.339 4.497 1.839 0.04 1.77 -4.22
O -1.070 4.008 1.994 5.16 11.08 0.29
C 1.270 3.215 0.932 1.77 1.98 0.14
H -0.175 6.632 0.843 -0.24 -0.15 0.30
H 0.007 5.459 -0.443 -0.20 -0.40 0.21
H 1.397 6.182 0.310 0.46 -0.28 0.28
H 2.348 3.365 0.877 0.12 0.85 0.06
H 0.846 3.045 -0.057 0.81 0.79 2.38
H 1.139 2.259 1.440 2.64 3.13 -0.38
C 0.375 2.506 -1.601 0.57 0.63 -2.34
S -1.228 2.253 -0.819 -1.30 5.21 2.61
O -1.251 3.302 0.296 -1.08 -2.25 -6.96
C -2.268 2.964 -2.204 0.27 0.60 0.79
H 1.024 1.652 -1.405 0.03 0.70 0.03
H 0.971 3.392 -1.384 -0.64 0.22 -1.02
H 0.126 2.463 -2.661 0.69 0.96 0.23
H -2.295 2.282 -3.053 -0.43 0.57 0.03
H -1.865 3.957 -2.408 0.17 -0.13 -0.48
H -3.239 3.167 -1.752 -0.09 -0.44 0.00
C 2.110 -0.304 3.154 2.85 -0.48 1.09
S 2.998 -0.329 1.588 3.16 2.84 0.28
O 3.704 1.019 1.437 -0.22 -1.14 1.58
C 4.274 -1.664 2.016 -0.38 0.32 -0.30
H 1.370 0.494 3.088 2.98 -2.42 -1.26
H 2.801 0.092 3.898 0.35 -0.07 0.15
H 1.683 -1.195 3.614 0.29 -0.15 -0.46
H 4.680 -2.046 1.079 0.06 0.44 -0.17
H 3.771 -2.532 2.441 -0.14 0.25 0.36
H 5.088 -1.304 2.645 -0.22 0.21 0.07
```
Positions in Å, forces in eV/Å.

Properties
DFT total energy, Ha: -5171.139741
Energy relative to the best compared isomer or geometry (same formula, charge and spin), kcal/mol: 856.5
Max |F|, eV/A: 12.2
2S+1: 1
Kohn-Sham gap, eV: 4.76
Total charge: -1
Lowest unoccupied orbital energy, eV: 1.69